No. 1
The following is a DFT calculation (ωB97M-V/def2-TZVPD) of a structure of composition C31H50BN12PV.

Structure (XYZ):
```
96
Properties=species:S:1:pos:R:3:forces:R:3
V 1.30040 0.04173 -0.16064 -0.393 0.489 0.751
C 0.16029 -2.17926 2.54597 -0.015 -0.089 0.013
C 1.16895 -1.10583 2.71072 -0.032 -0.016 0.063
C 1.93566 -0.80433 3.81073 -0.071 0.044 -0.118
C 2.79866 0.21731 3.41093 -0.065 0.135 0.031
N 2.55585 0.54390 2.14943 0.246 -0.390 -0.267
N 1.53883 -0.27680 1.67792 0.003 0.037 0.180
B 3.52174 1.34059 1.18129 -0.317 -0.044 -0.213
N 3.97182 0.30576 0.03084 -0.135 0.004 0.106
C 5.20803 0.01100 -0.35793 -0.071 0.055 0.017
C 5.17372 -0.91675 -1.39948 -0.111 0.011 0.038
C 3.84191 -1.18212 -1.62435 0.064 -0.100 -0.110
C 3.19913 -2.09611 -2.60402 0.034 -0.061 -0.078
N 3.09084 -0.44678 -0.76002 -0.405 0.229 0.157
N 2.61301 2.39772 0.45408 0.090 -0.123 -0.281
C 2.78158 3.67126 0.12457 -0.057 0.015 0.096
C 1.79149 4.07360 -0.77145 0.060 -0.145 -0.065
C 1.02943 2.95618 -1.01197 -0.086 -0.007 -0.007
C -0.07473 2.76615 -1.98554 0.023 0.131 -0.048
N 1.51164 1.92394 -0.24674 0.061 0.185 -0.019
N 4.66505 1.85911 1.94414 0.298 -0.228 0.017
C 5.16493 3.07851 2.31964 -0.087 0.134 -0.046
C 6.30449 2.87240 3.03035 -0.087 -0.045 0.061
C 6.45719 1.46211 3.09228 -0.021 -0.021 -0.092
C 7.54012 0.67845 3.75175 0.009 0.053 0.076
N 5.47839 0.85799 2.44693 -0.021 0.080 -0.087
H -0.46406 -2.24434 3.43654 0.039 -0.042 -0.018
H 0.66632 -3.14004 2.43092 0.005 0.002 -0.021
H -0.47997 -2.00985 1.68316 0.100 -0.063 -0.039
H 1.90158 -1.27331 4.77924 -0.023 -0.016 0.000
H 3.58010 0.72359 3.95473 -0.012 -0.039 0.026
H 6.04533 0.47067 0.14092 0.038 -0.019 -0.022
H 6.01978 -1.33986 -1.91279 -0.002 -0.009 -0.013
H 3.95781 -2.55617 -3.23224 -0.013 -0.008 -0.004
H 2.50831 -1.55792 -3.25559 -0.004 0.012 0.025
H 2.65640 -2.89677 -2.09773 0.001 0.018 0.014
H 3.59397 4.24754 0.52929 0.023 0.011 -0.030
H 1.68553 5.04705 -1.21873 -0.024 0.006 0.005
H -0.33035 3.72357 -2.43499 -0.011 -0.019 0.006
H -0.96294 2.34822 -1.52305 -0.114 -0.074 0.113
H 0.23113 2.09178 -2.78783 0.052 0.011 0.006
H 4.67070 4.00948 2.10770 0.017 0.006 -0.012
H 6.93605 3.62452 3.47063 0.015 -0.009 0.019
H 8.13403 1.31548 4.40281 0.009 0.003 -0.015
H 8.20366 0.24268 3.00496 0.014 -0.020 0.024
H 7.11919 -0.12730 4.35083 0.029 -0.042 -0.038
N -0.21859 -0.33601 -0.57869 0.676 -0.043 -0.010
P -1.98227 -0.54377 -0.47213 0.613 -0.204 -0.459
N -2.55179 0.24930 -1.76260 0.006 -0.085 0.173
C -3.85664 0.98771 -1.77990 0.111 -0.082 0.212
C -4.64440 0.61035 -3.01976 -0.155 0.016 0.062
C -3.91580 1.03817 -4.29411 0.027 -0.010 -0.037
C -2.39398 0.88133 -4.14106 0.043 0.024 -0.056
C -2.04629 -0.16910 -3.10137 0.055 -0.063 0.116
N -2.53626 0.13124 0.87955 0.018 -0.081 0.011
C -2.62843 -0.60465 2.16662 -0.063 -0.001 -0.034
C -3.89658 -0.21619 2.90968 -0.050 -0.061 -0.039
C -3.95128 1.28564 3.14823 0.013 0.033 0.105
C -3.81198 2.03217 1.83081 -0.021 0.059 -0.083
C -2.56142 1.60162 1.07882 0.081 0.006 -0.032
N -2.08508 -2.15546 -0.43094 -0.500 0.190 -0.011
C -3.48511 -2.69169 -0.34189 0.134 0.129 0.170
C -3.93197 -3.29381 -1.65942 -0.111 -0.004 -0.067
C -2.95962 -4.37025 -2.12391 0.015 -0.040 0.031
C -1.54387 -3.80986 -2.20659 0.113 -0.045 -0.097
C -1.12314 -3.17751 -0.89076 0.167 0.116 0.168
H -3.65354 2.06248 -1.75920 -0.039 -0.015 -0.040
H -4.40158 0.72417 -0.87375 -0.037 0.087 -0.029
H -5.62409 1.08525 -2.96158 0.006 0.000 0.006
H -4.83206 -0.46731 -3.00269 0.034 0.034 -0.048
H -4.14955 2.07813 -4.52175 -0.002 -0.003 -0.004
H -4.27786 0.45135 -5.13725 0.007 -0.020 0.009
H -1.93514 1.83058 -3.85385 -0.035 -0.009 0.014
H -1.93454 0.59338 -5.08678 -0.010 0.008 0.000
H -0.96482 -0.31397 -3.03157 -0.004 0.016 -0.032
H -2.48896 -1.13433 -3.36445 0.025 0.067 -0.053
H -1.74495 -0.34387 2.76213 -0.101 0.033 0.001
H -2.60290 -1.67207 1.96455 -0.024 0.007 0.019
H -3.92835 -0.76596 3.85121 0.027 0.007 0.008
H -4.76437 -0.54127 2.32774 -0.001 0.018 -0.002
H -3.14227 1.58024 3.82506 0.016 -0.013 -0.010
H -4.87962 1.56164 3.64621 -0.017 -0.015 -0.032
H -3.76319 3.11026 1.99148 0.025 -0.012 0.011
H -4.68619 1.84985 1.19978 -0.013 -0.020 0.006
H -1.65720 1.86559 1.64367 -0.067 0.036 0.011
H -2.51211 2.09381 0.11323 0.056 0.053 -0.099
H -4.14971 -1.88666 -0.01680 -0.011 -0.024 -0.032
H -3.47739 -3.44119 0.45542 -0.034 -0.019 -0.048
H -4.01031 -2.50177 -2.41288 0.011 -0.038 0.035
H -4.93579 -3.70182 -1.53180 0.014 -0.015 0.005
H -3.26611 -4.77437 -3.08753 0.004 0.024 -0.014
H -2.97892 -5.20704 -1.41888 -0.001 0.010 0.005
H -1.47122 -3.07080 -3.01203 -0.013 -0.028 0.057
H -0.83037 -4.60090 -2.44469 -0.020 -0.014 -0.005
H -0.13214 -2.72618 -0.96022 -0.026 -0.032 -0.023
H -1.08124 -3.93514 -0.10157 0.006 -0.018 -0.039
```
Positions in Å, forces in eV/Å.

Energy = -3177.795911 Ha
Highest occupied orbital energy = -16.40 eV
Total charge = +3
Energy above the lowest of the compared OMol25 structures with the same formula, charge and spin = 0.256 eV

=====

No. 2
The following is a DFT calculation (ωB97M-V/def2-TZVPD) of a cluster of 5 separate species, C31H50F3N3O20S5 in total at a distorted geometry.

Structure (XYZ):
```
112
Properties=species:S:1:pos:R:3:forces:R:3
C 3.90064 -0.73962 1.07689 0.052 0.158 0.054
C 4.07935 0.49234 0.18856 -0.068 -0.560 0.275
C 3.27850 1.67381 0.69806 0.294 0.596 0.612
C 3.19509 2.82527 -0.29973 0.056 -0.499 -0.337
C 2.08083 2.60453 -1.32280 0.316 0.679 -0.319
C 0.75789 3.31513 -1.00746 0.095 -0.396 -0.134
C -0.47696 2.57376 -1.55789 -0.198 0.507 0.003
C -1.57479 2.23099 -0.53318 0.695 0.121 -0.168
C -1.44511 0.99536 0.37939 -0.616 -0.457 0.790
C -2.60993 1.12923 1.40124 0.319 0.311 -0.137
C -2.27783 1.84204 2.71967 -0.665 0.393 -0.177
C -3.43167 2.74695 3.15273 0.156 -0.328 -0.086
C -0.03358 1.00222 0.97454 -0.133 -0.770 1.058
N 0.11578 0.22665 2.25306 -0.257 0.139 -0.563
C 0.50971 0.82065 3.23041 -0.306 -0.328 -1.079
O 0.87061 1.39833 4.15642 0.463 0.425 1.384
O 0.78224 0.35734 0.03103 -0.182 -0.073 -0.210
C 0.01854 -0.34927 -0.84399 -0.181 -0.178 0.504
O 0.48639 -0.79642 -1.83795 0.233 -0.319 -0.622
C -1.41503 -0.38733 -0.34216 -0.008 0.484 -1.600
C -1.65189 -1.60033 0.57529 0.274 -0.167 0.349
C -0.50420 -2.57248 0.86039 -0.096 -0.091 0.317
S -0.23923 -3.80048 -0.45005 -0.327 -0.102 -0.287
C 1.47561 -3.87802 -0.56837 0.778 -0.559 0.120
N 2.19329 -4.96108 -0.69144 -0.459 0.956 0.071
N 3.51136 -4.52570 -0.79629 -0.203 0.567 -0.029
C 3.47368 -3.23745 -0.70162 0.383 -1.358 -0.501
O 2.23195 -2.73816 -0.56871 -0.029 -0.352 0.021
C -2.32772 -0.36465 -1.60248 -0.274 -0.581 0.584
C -2.63058 -1.71814 -2.27122 -0.332 0.477 0.047
C -4.08578 -2.07852 -2.20054 -0.237 -0.557 -0.018
F -4.89996 -1.12792 -2.68859 0.060 0.056 0.023
F -4.49684 -2.33340 -0.93376 0.013 0.168 -0.069
F -4.33556 -3.20753 -2.90667 0.062 0.197 0.085
H 4.53506 -0.68000 1.95153 0.154 0.088 0.337
H 2.86964 -0.81468 1.42171 -0.104 -0.152 -0.069
H 4.16260 -1.65810 0.55821 0.012 0.579 0.633
H 3.80655 0.22389 -0.83199 -0.141 0.165 -0.192
H 5.13632 0.75112 0.19765 0.133 0.144 -0.278
H 3.76011 2.03043 1.61078 0.107 0.014 0.143
H 2.28784 1.33911 0.99696 0.320 0.141 -0.037
H 4.13750 2.85298 -0.84640 0.215 0.076 0.063
H 3.10647 3.79699 0.18055 -0.166 0.093 0.148
H 1.93618 1.54306 -1.49614 0.003 -0.059 0.044
H 2.43429 3.01633 -2.26733 -0.053 -0.061 -0.248
H 0.64728 3.51648 0.05733 0.053 -0.048 0.141
H 0.81149 4.29780 -1.46744 -0.079 0.204 0.041
H -0.95459 3.24951 -2.26396 -0.141 -0.020 -0.178
H -0.15182 1.72587 -2.15507 -0.042 -0.191 0.000
H -2.53328 2.22527 -1.03934 -0.215 -0.255 -0.028
H -1.62702 3.07980 0.15073 -0.085 0.157 0.099
H -3.35007 1.75988 0.91778 -0.218 -0.042 -0.198
H -3.10628 0.18198 1.57383 -0.040 -0.118 0.159
H -2.08422 1.13055 3.51467 0.362 -0.059 0.084
H -1.42631 2.50360 2.57148 0.318 -0.082 0.107
H -3.74037 3.36229 2.32383 -0.132 0.177 -0.234
H -3.11894 3.42677 3.94025 -0.111 -0.075 0.301
H -4.28536 2.14708 3.45805 -0.137 0.028 0.233
H 0.34188 1.99619 1.16869 0.105 0.162 -0.247
H -2.49087 -2.19211 0.22695 -0.210 0.056 -0.139
H -1.94643 -1.24564 1.55490 -0.011 0.064 0.149
H -0.80633 -3.15618 1.72536 -0.038 -0.065 0.143
H 0.41551 -2.08257 1.15897 0.195 0.143 -0.276
H 4.34563 -2.61139 -0.71848 -0.231 0.037 -0.322
H -3.27559 0.07304 -1.29780 -0.121 0.191 -0.007
H -1.89126 0.27578 -2.35568 0.059 0.276 -0.007
H -2.41117 -1.65501 -3.33085 0.250 -0.185 -0.146
H -2.09792 -2.54950 -1.82986 0.311 -0.124 -0.141
O 6.85326 3.40545 6.16983 0.073 0.107 0.046
S 5.89683 2.90206 5.25401 -0.131 -0.092 -0.003
O 5.99075 3.18857 3.86913 0.086 -0.055 -0.076
O 4.44218 3.28518 5.78401 -0.028 -0.050 0.183
C 3.63433 2.10799 5.96037 -0.042 -0.112 -0.214
C 4.63848 1.02313 6.28780 0.069 0.078 0.357
O 5.75647 1.31957 5.43520 -0.184 -0.027 -0.170
H 3.10636 1.89633 5.03217 -0.002 0.029 -0.021
H 2.91683 2.28108 6.75705 0.068 0.141 0.043
H 4.26682 0.02521 6.07560 0.137 -0.025 -0.180
H 4.97246 1.07705 7.32581 -0.039 0.005 0.005
O -0.90265 -7.12210 -0.63460 0.146 0.067 -0.007
S -0.71489 -7.91732 -1.79359 -0.166 -0.010 -0.160
O -0.02060 -9.14997 -1.73244 0.031 -0.111 0.097
O -0.10281 -7.01554 -2.96412 -0.174 0.177 0.133
C -0.95550 -7.04681 -4.12289 0.012 -0.143 -0.232
C -2.34285 -7.25024 -3.55531 -0.052 0.299 0.079
O -2.13698 -8.17877 -2.48023 0.065 -0.110 -0.163
H -0.65858 -7.88353 -4.75751 0.015 -0.001 0.025
H -0.85413 -6.11810 -4.67793 0.084 0.055 0.106
H -3.03562 -7.67398 -4.27568 -0.005 -0.167 0.083
H -2.75652 -6.32421 -3.14992 0.020 0.005 -0.013
O -0.71165 -2.80730 -8.31804 -0.145 0.020 0.007
S -0.24254 -3.68924 -7.31386 0.206 0.064 0.047
O -0.91356 -4.90831 -7.03743 -0.144 -0.134 -0.003
O -0.05021 -2.86372 -5.96150 0.132 0.116 -0.078
C 1.30377 -2.99100 -5.48236 0.005 -0.330 0.173
C 2.12000 -3.18531 -6.74057 0.093 0.322 -0.092
O 1.29523 -4.02582 -7.56187 0.022 -0.130 0.149
H 1.35941 -3.85997 -4.82341 0.014 0.002 -0.023
H 1.57805 -2.10167 -4.92991 -0.152 0.204 0.035
H 3.07014 -3.67742 -6.55708 -0.057 -0.163 -0.080
H 2.28749 -2.24284 -7.26509 0.003 0.008 0.032
O -3.62615 5.40236 1.45840 0.196 -0.005 -0.235
S -3.35969 6.65395 2.07053 -0.159 0.123 0.222
O -2.28542 7.47409 1.65179 0.054 -0.028 -0.204
O -3.26635 6.41864 3.64809 -0.183 -0.112 -0.005
C -4.22180 7.24140 4.33570 0.032 0.296 0.057
C -5.35756 7.39462 3.34430 -0.163 -0.272 0.079
O -4.69475 7.52540 2.07691 0.111 0.192 0.140
H -3.75388 8.19977 4.56598 -0.019 0.006 -0.010
H -4.52718 6.75194 5.25576 0.090 -0.156 -0.041
H -5.96666 8.27416 3.52799 0.070 0.095 -0.154
H -5.99164 6.50651 3.31623 0.007 0.002 0.026
```
Positions in Å, forces in eV/Å.

SMILES string = CCCCCCCC[C@]1(CCC)[C@@H](N=C=O)OC(=O)[C@]1(CCSc1nnco1)CCC(F)(F)F.O=S1(=O)OCCO1.O=S1(=O)OCCO1.O=S1(=O)OCCO1.O=S1(=O)OCCO1
Energy = -5170.738527 Ha
Highest occupied orbital energy = -9.03 eV